[1]
Formula: C23H37N3O2
Source: the OMol25 dataset
Level of theory: ωB97M-V/def2-TZVPD

Structure (ORCA input):
```
! RIJCOSX wB97M-V def2-TZVPD def2/J DEFGRID3
* xyz 0 1
C 7.18444 1.17994 0.15270
C 5.69431 1.02457 0.14840
C 4.99787 0.88026 1.34377
C 3.62239 0.75694 1.35111
C 2.90739 0.77807 0.15969
C 1.41324 0.59020 0.18150
N 1.08117 -0.78980 0.45845
C 0.50135 -1.21106 1.60022
O 0.13641 -0.49274 2.50627
C 0.35312 -2.72315 1.51599
C 1.17156 -3.12968 0.29039
C 1.34179 -1.82499 -0.51104
C 0.35911 -1.75482 -1.69569
O 0.71002 -1.98608 -2.83434
N -0.90165 -1.46614 -1.33548
C -1.96102 -1.18010 -2.27075
C -2.50044 0.23318 -1.99044
N -2.79938 0.36201 -0.57507
C -4.14327 -0.07984 -0.24769
C -4.35532 -0.38234 1.24003
C -5.77508 -0.90846 1.44373
C -3.33324 -1.39651 1.74509
C -2.35184 1.58032 0.07550
C -3.23652 2.83978 -0.02010
C -2.63167 3.92793 0.86533
C -3.37633 3.35136 -1.45152
C 3.59749 0.91277 -1.03582
C 4.97577 1.03847 -1.03911
H 7.60060 0.97739 -0.83102
H 7.64065 0.50620 0.87520
H 7.45160 2.19942 0.43261
H 5.54260 0.86471 2.27699
H 3.09062 0.64142 2.28446
H 0.97833 0.87781 -0.78217
H 0.96018 1.18224 0.98206
H 0.70529 -3.18352 2.43772
H -0.70542 -2.96538 1.40959
H 0.68292 -3.89892 -0.30520
H 2.14982 -3.50378 0.59222
H 2.35188 -1.72657 -0.92362
H -1.11405 -1.16257 -0.39373
H -2.75663 -1.92292 -2.15260
H -1.55606 -1.25443 -3.28154
H -1.72708 0.95422 -2.26040
H -3.37420 0.41502 -2.63282
H -4.90472 0.64763 -0.57881
H -4.31999 -1.00459 -0.80432
H -4.24717 0.54115 1.81606
H -5.91475 -1.84595 0.90898
H -5.96603 -1.08487 2.49946
H -6.50918 -0.19320 1.07854
H -2.33488 -0.96926 1.74627
H -3.34133 -2.28518 1.11636
H -3.57033 -1.69390 2.76402
H -2.21387 1.34739 1.13626
H -1.36465 1.82122 -0.32814
H -4.23290 2.60143 0.36550
H -1.64037 4.20019 0.50816
H -2.54205 3.58440 1.89330
H -3.25574 4.81875 0.85453
H -2.39732 3.55074 -1.88334
H -3.94710 4.27802 -1.46312
H -3.89213 2.63163 -2.08146
H 3.05573 0.91829 -1.97126
H 5.49875 1.14464 -1.97875
*
```

Relative energy (zero: lowest compared OMol25 entry of this formula, charge and spin) (eV): 0.001
Gap between HOMO and LUMO (eV): 9.315
E_HOMO (eV): -8.5
LUMO (eV): 0.8
SMILES string: Cc1ccc(CN2C(=O)CC[C@H]2C(=O)NCCN(CC(C)C)CC(C)C)cc1

natural (NBO) atomic charge list, values in e, 8 entries: number 1, C, carries -0.63; number 2, C, carries -0.01; number 3, C, carries -0.21; number 4, C, carries -0.21; number 5, C, carries 0.03; number 6, C, carries -0.26; number 7, N, carries -0.43; number 8, C, carries 0.69

---

[2]
Formula: CH3BrOS
Source: the OMol25 dataset
Level of theory: ωB97M-V/def2-TZVPD

Structure (ORCA input):
```
! RIJCOSX wB97M-V def2-TZVPD def2/J DEFGRID3
* xyz 0 1
C 0.12109 0.78015 0.25815
O 1.61091 -1.59096 -1.57549
S -0.72135 -0.43289 -0.83936
Br -1.66578 -1.62566 0.63768
H -0.51346 0.57244 1.11397
H -0.06217 1.74603 -0.09060
H 1.23075 0.55089 0.49565
*
```

Relative energy (zero: lowest compared OMol25 entry of this formula, charge and spin) (eV): 4.787
Gap between HOMO and LUMO (spin up / spin down) (eV): 7.385 / 7.232
E_HOMO (spin up / spin down) (eV): -9.2 / -9.2
LUMO (spin up / spin down) (eV): -1.8 / -2.0

Electronic structure analysis, natural (NBO) charges in units of e: number 1, C, carries -0.73; number 2, O, carries -0.16; number 3, S, carries 0.23; number 4, Br, carries -0.04; number 5, H, carries 0.23; number 6, H, carries 0.23; number 7, H, carries 0.24

---

[3]
Formula: C2H4O3P
Source: the OMol25 dataset
Level of theory: ωB97M-V/def2-TZVPD

Structure (ORCA input):
```
! RIJCOSX wB97M-V def2-TZVPD def2/J DEFGRID3
* xyz -1 1
C 0.43492 -1.01941 0.43668
C -0.67370 -0.33073 0.05733
O 0.14842 -1.02380 -3.07399
O 0.92987 -3.37820 -3.17282
O -1.11408 -0.05828 -1.12011
P -0.23317 -2.50332 -2.74051
H 0.47927 -1.20103 1.47628
H 0.90530 -1.62786 -0.25606
H -1.25950 0.13956 0.89121
H -0.46135 -0.40407 -2.06598
*
```

Relative energy (zero: lowest compared OMol25 entry of this formula, charge and spin) (eV): 1.100
Gap between HOMO and LUMO (eV): 8.639
E_HOMO (eV): -4.3
LUMO (eV): 4.3

natural (NBO) atomic charge list, values in e, 8 entries: number 1, C, carries -0.67; number 2, C, carries 0.23; number 3, O, carries -1.12; number 4, O, carries -1.10; number 5, O, carries -0.76; number 6, P, carries 1.43; number 7, H, carries 0.18; number 8, H, carries 0.19

---

[4]
Formula: C25H75N5O10
Source: the OMol25 dataset
Level of theory: ωB97M-V/def2-TZVPD

Structure (ORCA input):
```
! RIJCOSX wB97M-V def2-TZVPD def2/J DEFGRID3
* xyz 0 1
C 1.74691 -3.37839 1.17717
O 3.00795 -3.28567 0.87309
C 3.62818 -2.32608 1.75989
C 5.09349 -2.21883 1.29902
C 5.88763 -3.52813 1.29725
N 5.71120 -1.26337 2.16432
H 1.65404 -3.71980 2.17341
H 1.25441 -3.87350 0.40300
H 1.20206 -2.42287 1.11515
H 3.04062 -1.59898 1.35015
H 3.35333 -2.50828 2.67027
H 5.47329 -1.71614 0.34260
H 6.83651 -3.34909 0.78009
H 5.44270 -4.07547 0.60068
H 5.92482 -3.91171 2.32859
H 5.41649 -0.11893 2.03980
H 6.81640 -1.18562 1.87516
C -4.13587 0.90367 0.07753
O -4.24930 -0.41984 0.62264
C -5.56701 -0.79247 1.01679
C -5.70663 -2.16912 1.59707
C -5.19042 -3.29300 0.65991
N -7.05487 -2.54645 1.89178
H -4.85825 1.14445 -0.72362
H -2.98790 1.24408 -0.20729
H -4.44830 1.58115 0.86885
H -5.84060 0.00578 1.71257
H -6.07498 -0.59129 0.09409
H -5.00054 -2.40550 2.32313
H -5.66446 -4.33827 0.93393
H -4.07455 -3.31919 0.53449
H -5.60434 -3.45781 -0.37143
H -7.33202 -1.91070 2.65624
H -7.26873 -3.54185 2.34735
C -1.44199 -1.95377 -0.34995
O -0.29071 -1.54904 -0.99529
C -0.08381 -0.12174 -1.10861
C 1.12920 0.22636 -1.98848
C 2.51641 -0.08684 -1.37890
N 1.08203 1.66740 -2.36079
H -1.36764 -1.49315 0.61322
H -1.41053 -3.06698 -0.31063
H -2.24986 -1.35158 -0.80667
H -1.14363 0.44789 -1.64861
H -0.21956 0.34737 -0.11318
H 0.74741 -0.29128 -2.90560
H 2.74408 -1.02236 -1.38988
H 2.57361 0.42662 -0.32284
H 3.25891 0.09595 -2.12964
H 1.85416 2.00940 -2.88903
H 1.24683 2.07259 -1.46906
C -1.53352 1.12365 -6.85751
O -2.10798 1.90190 -5.93260
C -1.23004 2.23952 -4.89573
C -2.02583 2.83271 -3.74883
C -2.99906 3.97817 -4.06826
N -1.16261 3.38560 -2.68114
H -0.61452 1.49346 -7.28773
H -2.25403 0.92871 -7.81166
H -1.32938 0.02046 -6.61859
H -0.61431 1.53457 -4.57030
H -0.59938 3.02514 -5.12727
H -2.78542 2.09819 -3.21259
H -2.61429 4.72474 -4.68137
H -3.32543 4.52714 -2.99775
H -3.80226 3.69074 -4.72358
H -0.59706 4.18456 -3.00340
H -0.55365 2.35140 -2.46161
C 2.34641 4.54109 2.50816
O 2.46151 3.18352 2.70607
C 1.94057 2.65593 3.93555
C 1.38202 1.25076 3.60786
C 0.38842 1.20739 2.47212
N 1.02622 0.59803 4.85452
H 1.27762 4.95985 2.81080
H 2.31247 4.67578 1.50435
H 3.17875 4.96714 3.04255
H 2.61617 2.78791 4.84029
H 0.96344 3.24713 4.11815
H 2.33753 0.76454 3.26374
H -0.49257 1.88885 2.80466
H -0.09247 0.16047 2.18876
H 0.75722 1.56928 1.46606
H 0.21068 0.81197 5.26367
H 0.69691 -0.44334 4.70458
C 5.43040 1.90177 0.91041
O 4.41218 1.29683 1.61230
H 5.73114 1.05432 0.47285
H 6.17641 2.60956 1.16237
H 5.10508 2.61208 0.16871
H 3.71190 1.99580 2.01034
C 3.86003 3.72087 -2.70936
O 4.06417 2.31512 -2.94133
H 2.84556 4.05810 -3.15629
H 4.72765 4.25919 -2.95823
H 3.65063 3.88421 -1.60892
H 4.88869 2.03296 -2.94188
C -3.12753 -0.40318 3.87121
O -2.76113 -1.20882 2.76144
H -2.55356 0.45598 4.01278
H -3.46796 -0.86204 4.70842
H -4.12881 0.16663 3.62291
H -3.23737 -0.76785 2.05259
C -1.58728 -3.01269 -4.26423
O -2.59560 -3.73516 -4.86555
H -1.52158 -3.39201 -3.22519
H -1.80841 -1.86748 -4.13695
H -0.43867 -3.19214 -4.58239
H -3.43212 -3.40936 -5.16378
C -1.09119 -3.98964 3.56908
O -0.57500 -2.62063 3.59767
H -0.46532 -4.51885 3.05140
H -2.03559 -3.97131 3.04237
H -1.22180 -4.39098 4.58571
H -1.09327 -1.85782 3.19983
*
```

Relative energy (zero: lowest compared OMol25 entry of this formula, charge and spin) (eV): 14.950
Gap between HOMO and LUMO (eV): 8.347
E_HOMO (eV): -8.0
LUMO (eV): 0.3
SMILES string: COC[C@H](C)N.COC[C@H](C)N.COC[C@H](C)N.COC[C@H](C)N.COC[C@H](C)N.CO.CO.CO.CO.CO

Mulliken atomic charge list, values in e, 8 entries: number 1, C, carries -0.74; number 2, O, carries -0.50; number 3, C, carries -1.10; number 4, C, carries 0.93; number 5, C, carries -1.84; number 6, N, carries -0.81; number 7, H, carries 0.42; number 8, H, carries 0.46

---

[5]
Formula: C21H24BrF3N5O3PtS2
Source: the OMol25 dataset
Level of theory: ωB97M-V/def2-TZVPD

Structure (ORCA input):
```
! RIJCOSX wB97M-V def2-TZVPD def2/J DEFGRID3
* xyz -1 1
Pt 0.12815 0.49010 0.18001
C -4.77159 -0.17594 -1.09461
N -4.24626 0.97868 -0.40780
C -4.96149 1.52541 0.74122
C -3.95861 2.54387 1.32456
N -2.74200 2.19980 0.61898
C -2.94933 1.28808 -0.31637
S -1.68704 0.67198 -1.30026
H -4.97250 -0.96788 -0.37048
H -4.03328 -0.52730 -1.81226
H -5.68952 0.09233 -1.62266
H -5.15714 0.70598 1.44299
H -5.90271 1.98031 0.43152
H -3.82817 2.42494 2.39993
H -4.23984 3.57861 1.10735
H -1.79399 2.49190 0.86198
F -2.77061 -4.75877 -2.56483
C -1.42633 -4.80913 -2.50365
F -0.98078 -4.87877 -3.76935
F -1.11638 -5.98670 -1.92118
C -0.85408 -3.64026 -1.74343
C 0.12445 -2.83080 -2.30535
C 0.58331 -1.75548 -1.56865
N 0.11447 -1.48544 -0.33891
C -0.78353 -2.31175 0.22189
C -1.30229 -3.39591 -0.45533
H 0.50641 -3.00304 -3.29886
H 1.34146 -1.07847 -1.93993
H -1.08648 -2.06193 1.22659
H -2.06185 -4.00102 0.01725
Br 6.20128 2.93928 -0.72203
C 4.37284 2.72564 -1.18392
C 4.04091 2.11761 -2.38163
N 2.78233 1.95992 -2.77300
C 1.82494 2.37091 -1.94945
C 2.06875 2.95717 -0.71142
C 3.38189 3.16547 -0.32864
C 0.94422 3.39382 0.19454
O 0.89296 4.55372 0.57251
O 0.07459 2.50223 0.53704
H 4.81784 1.75476 -3.04503
H 0.80213 2.22911 -2.27967
H 3.61389 3.63743 0.61533
C 3.16014 -1.66444 0.86349
C 2.78324 -0.34192 1.55272
C 4.08366 0.39945 1.90078
C 2.00687 -0.63340 2.83511
O 2.09142 0.51160 0.68566
H 3.89971 -2.21094 1.45338
H 3.58873 -1.45338 -0.11728
H 2.29551 -2.31512 0.73523
H 4.66272 -0.13782 2.65416
H 3.84327 1.39151 2.28370
H 4.70133 0.52199 1.01085
H 2.57851 -1.28713 3.49668
H 1.05125 -1.10988 2.61444
H 1.78556 0.29524 3.36414
S -1.39514 0.26224 2.66331
C -2.74920 -0.61172 2.26687
N -3.68864 -1.22672 1.95174
*
```

Relative energy (zero: lowest compared OMol25 entry of this formula, charge and spin) (eV): 0.000
Gap between HOMO and LUMO (eV): 6.139
E_HOMO (eV): -4.2
LUMO (eV): 1.9

natural (NBO) atomic charge list, values in e, 8 entries: number 1, Pt, carries 0.92; number 2, C, carries -0.41; number 3, N, carries -0.41; number 4, C, carries -0.23; number 5, C, carries -0.22; number 6, N, carries -0.58; number 7, C, carries 0.39; number 8, S, carries -0.23

---

[6]
Formula: C2HN3O3
Source: the OMol25 dataset
Level of theory: ωB97M-V/def2-TZVPD

Structure (ORCA input):
```
! RIJCOSX wB97M-V def2-TZVPD def2/J DEFGRID3
* xyz 0 1
O 1.37714 1.86527 -0.41008
N 1.52462 0.75026 -0.01691
O 2.49712 0.20488 0.40097
C 0.12898 -0.14952 0.00933
C -1.21564 0.23103 0.07861
N -1.91112 -0.85153 -0.01720
O -1.05035 -1.86015 -0.07281
N 0.20415 -1.44902 -0.11763
H -1.55491 1.25878 0.14573
*
```

Relative energy (zero: lowest compared OMol25 entry of this formula, charge and spin) (eV): 7.530
Gap between HOMO and LUMO (eV): 11.501
E_HOMO (eV): -12.0
LUMO (eV): -0.5
SMILES string: O=[N+]([O-])c1cnon1

natural (NBO) atomic charge list, values in e, 8 entries: number 1, O, carries -0.34; number 2, N, carries 0.57; number 3, O, carries -0.31; number 4, C, carries 0.13; number 5, C, carries -0.10; number 6, N, carries -0.06; number 7, O, carries -0.09; number 8, N, carries -0.06

---

- relative energy (zero: lowest compared OMol25 entry of this formula, charge and spin) of number 2 (CH3BrOS)?
  4.787 eV